Record 1
An isolated molecule of C15H25Br2NO2 in a non-equilibrium geometry, computed with ωB97M-V/def2-TZVPD.

Geometry as XYZ:
```
45
Properties=species:S:1:pos:R:3:forces:R:3
H -3.1863 0.7248 -0.7155 0.0 0.1 0.0
H -1.0612 -0.0778 2.1084 0.0 0.1 -0.2
C 0.2614 0.0991 -0.2009 -0.9 -0.1 0.0
C -2.8210 -0.8162 -2.1389 -0.6 1.3 0.4
H 2.4988 3.4264 -0.6731 0.0 -0.3 0.1
Br 3.9577 1.2573 0.1582 -0.1 0.3 0.2
C 1.8594 -1.3325 0.6729 -3.0 1.4 0.9
O 2.9525 -1.7569 0.6176 2.0 -1.0 -0.3
C 1.5835 3.4593 -0.0884 -0.8 0.5 0.5
H 1.4020 4.5092 0.1572 0.0 0.0 0.0
Br -0.1455 2.6906 2.0219 0.3 0.0 0.2
C -1.3477 -2.0314 -0.6736 -0.8 -0.2 -0.1
H -1.9475 1.2133 -1.8688 -0.1 0.2 -0.2
H -1.8221 -3.0459 2.2346 1.4 -0.5 -1.0
H 1.8008 1.6949 -2.0452 0.1 -0.1 0.3
H 0.7071 3.1448 -0.6558 0.2 -0.1 -0.3
H -0.8479 -2.2884 -1.6141 0.2 0.3 0.1
H 2.6386 1.1296 2.2049 0.2 -0.2 -0.1
H -0.3125 1.0230 -0.2746 -0.2 -0.1 0.5
C 1.3191 0.0975 0.9358 1.7 0.2 -0.9
H -1.4786 -2.9880 -0.1533 0.0 0.1 0.1
H 0.9172 -0.0541 1.9429 -0.8 0.2 -0.3
C 1.6445 2.6888 1.2327 1.1 0.0 -1.0
H -2.4509 -0.6831 1.2521 0.2 -0.1 -0.5
H -0.9642 -1.1938 4.3185 1.4 1.2 -0.6
N 0.6525 -2.0517 0.5791 0.5 -0.2 -0.5
C -2.8988 0.6943 -1.7674 -0.1 -0.9 0.1
C -1.4243 -0.9317 1.5322 -1.1 0.6 1.6
H 0.7480 -2.7854 -0.1170 -0.1 -0.3 0.4
H -0.2025 -0.0630 -2.2773 -0.2 0.0 0.2
H -2.0635 -1.0184 -2.9009 0.1 -0.2 0.2
H 2.7579 0.1665 -2.1549 0.2 0.4 0.3
H 0.2877 -2.5210 3.8423 -1.0 -1.3 1.0
H -3.7977 -1.0580 -2.5622 0.1 -0.4 0.0
C -1.3264 -2.1069 2.4806 -0.2 0.2 0.0
H 0.9539 -1.2486 -1.7999 0.1 0.0 0.1
C 1.7938 0.6420 -2.3070 -0.2 -0.6 -0.7
C -0.6191 -1.9623 3.6270 -0.1 0.1 0.0
O -2.6659 -1.5900 -0.9595 0.5 -0.3 -0.4
C 0.6843 -0.2009 -1.6591 0.5 0.5 -0.1
H 1.6398 0.6018 -3.3917 0.0 0.1 0.1
H 2.2676 3.2660 1.9113 -0.2 0.0 0.2
C -0.5216 -1.1579 0.3039 0.2 -0.9 -0.7
C 2.2925 1.2725 1.1828 -0.8 -0.4 0.6
H -3.7153 1.1625 -2.3177 0.4 0.3 -0.2
```
Forces are in eV/Å.

Its LUMO energy is 0.019 hartree. The HOMO energy is -0.29484 hartree. Its relative energy (zero: lowest compared OMol25 entry of this formula, charge and spin) is 0.604 eV. The value obtained for the HOMO-LUMO gap is 8.537 eV. The SMILES is C=CC[C@]1(COCC)NC(=O)[C@@H]([C@@H](Br)[C@@H](C)Br)[C@H]1CC.

Löwdin atomic charge list, values in e, 4 entries: H 0.075; H 0.064; C -0.186; C -0.241

Record 2
C10H6Cl2OS as an isolated structure in a non-equilibrium geometry, computed with ωB97M-V/def2-TZVPD.

Geometry as XYZ:
```
20
Properties=species:S:1:pos:R:3:forces:R:3
C 0.2931 -1.3259 -0.2166 -0.7 -2.3 -2.0
C -2.0714 1.4143 0.5474 0.2 -0.1 3.7
H -1.9553 2.2517 1.3684 -0.3 -1.6 -1.9
Cl 3.1004 1.6512 1.6099 -0.1 -0.3 0.0
H 1.0554 1.9707 -0.4534 0.4 0.3 0.2
Cl -1.2832 3.2350 -1.4342 0.1 -0.1 0.2
C 2.0238 0.4881 0.8736 0.2 1.3 -0.3
C 1.1334 0.9604 -0.0905 -0.8 -0.8 0.3
S -1.0619 0.3119 -1.8257 1.5 0.1 0.8
H 1.5763 -2.8369 0.7641 -0.5 0.0 -0.3
C -1.7706 1.6356 -0.8258 0.4 0.7 -1.4
C 0.2300 0.0249 -0.5640 -0.5 -0.7 -1.2
C 2.1078 -0.8457 1.1660 1.8 -1.8 0.7
O -3.0694 1.5823 -0.4476 -1.3 -0.1 0.0
C -0.5872 -2.3145 -0.9959 0.3 0.3 0.8
H -0.4998 -3.4437 -0.7822 -0.1 1.9 -0.5
C 1.3451 -1.8023 0.5308 -0.5 0.9 0.8
H 2.8711 -1.3553 1.7875 -0.2 1.4 0.0
C -1.4378 -1.9531 -1.9580 -0.1 -0.5 0.6
H -1.9997 0.3514 0.9462 0.0 1.5 -0.5
```
Forces are in eV/Å.

Its LUMO energy is -0.018 hartree. The HOMO energy is -0.33331 hartree. Its relative energy (zero: lowest compared OMol25 entry of this formula, charge and spin) is 2.497 eV. The value obtained for the HOMO-LUMO gap is 8.576 eV.

Löwdin atomic charge list, values in e, 4 entries: C -0.262; C -0.158; H 0.165; Cl 0.664

Record 3
C33H49Cl2N6NbOPS as an isolated structure in a non-equilibrium geometry, computed with ωB97M-V/def2-TZVPD.

Geometry as XYZ:
```
94
Properties=species:S:1:pos:R:3:forces:R:3
C -5.4985 1.7633 -0.1934 0.6 0.3 -0.5
H 3.0410 -6.4352 -0.9706 -0.7 -0.5 0.2
C -2.5008 2.4407 5.5966 1.5 -1.3 -0.5
C 5.1961 -3.9955 2.8247 0.3 -0.3 0.8
N -1.1667 0.3910 5.4826 -0.7 0.4 0.5
C -6.2623 0.8724 -0.9979 0.1 -1.2 -0.8
H 1.0317 1.5187 -5.2144 -0.1 0.7 0.2
C 0.4776 2.3862 -4.7934 0.1 -1.2 -0.2
S -0.0882 -0.4320 1.9592 1.1 -0.4 -1.9
H 3.9210 3.7997 -2.3721 -0.7 -0.5 -0.4
O -2.4381 -0.2662 0.0491 1.8 1.7 1.1
C -5.0571 3.9472 0.7505 0.4 0.1 0.9
Nb -1.3858 1.3019 0.7750 1.1 -2.3 -3.9
N -1.3429 1.3482 3.4732 0.5 0.4 2.0
H 0.4093 4.1778 -1.2171 -0.9 0.3 0.4
H 3.1311 -1.2120 -0.9540 -0.1 -0.6 -0.3
C 1.1906 4.2455 -1.9433 1.2 -0.6 1.5
H 0.7280 -5.1400 5.2706 -0.1 0.2 -0.4
H -2.1128 2.7768 -2.4784 0.5 0.0 -0.4
C 2.8860 -4.6190 3.4889 -1.9 1.4 2.3
C 3.2748 2.9739 -2.7742 -0.6 0.6 1.0
P 0.6688 1.5110 -1.9734 2.5 0.1 -3.3
H 3.4544 0.4332 -1.2239 0.1 0.4 0.3
H -0.1874 -1.3405 4.7176 -0.1 -0.2 0.6
H -7.0086 3.2724 0.0755 -0.1 0.3 -0.1
H 2.7548 0.5868 -3.8712 -0.4 0.1 0.4
H 2.2564 -0.1198 0.0875 0.5 0.2 -1.6
H 3.0193 -1.0419 -3.4622 0.1 -0.4 0.4
N -0.6253 -0.4432 4.5615 -0.3 1.6 -1.7
H -1.8859 0.4068 -3.0886 -0.6 -0.1 -0.1
C 1.6628 -5.2890 3.3042 1.8 -0.1 -2.0
H 2.8280 -7.8398 0.1416 -0.5 0.3 -0.7
H -1.4021 3.3830 2.8623 0.7 -1.9 0.2
H -3.0029 4.4153 1.3358 -0.8 -1.4 0.1
H 3.0563 -3.9331 4.3806 -0.3 -1.2 -0.9
H 5.6436 -3.7852 1.8655 0.5 0.2 -0.1
H -0.9026 3.9834 -2.8797 -0.1 0.3 -0.3
H -0.5981 -0.1608 -4.2123 -0.9 0.7 0.5
C -0.6908 0.1287 3.3748 0.3 -0.3 0.1
H 1.5232 -0.6436 -4.2806 0.6 0.5 1.0
C 1.5693 -0.1900 -2.0728 0.3 1.3 -0.3
C 2.6492 -0.2465 -0.9892 -0.5 0.3 1.4
H 2.8274 3.8595 -0.0928 0.3 0.1 -0.1
H 0.2354 -6.5120 4.2934 0.1 0.7 -0.1
H -3.3602 2.5697 4.9426 -0.4 0.1 0.5
C 2.2384 -0.2939 -3.4752 -0.9 -0.2 -1.1
C 2.3972 -6.8624 -0.1705 2.0 0.6 1.2
C 3.8305 -5.3950 1.4334 -1.5 -1.6 -1.8
C 3.8857 -4.6726 2.5711 1.8 0.8 0.7
H -1.9745 3.2446 -4.1984 1.2 0.0 1.5
N -0.2827 1.4843 -0.6449 -2.1 0.6 2.8
H 5.0702 -3.0767 3.3836 0.0 0.3 0.1
N -0.8819 2.4614 2.6898 -2.6 0.6 -1.0
H -1.9244 3.3463 5.6454 -0.1 0.8 0.4
C -1.3489 3.0766 -3.2376 -1.7 -1.0 -0.7
H 0.0940 2.6005 2.7269 1.7 0.2 0.8
C -0.3510 1.9002 -3.5625 -1.9 0.8 0.1
H 1.2002 3.2096 -4.5666 -1.0 -0.6 -0.5
H -0.3276 -4.8946 3.8017 -0.2 0.0 0.4
C 0.5198 -5.4375 4.2309 -0.3 -0.6 0.8
H 1.3553 -6.9264 -0.4429 -0.1 -0.1 -0.2
C 1.5662 -5.9147 2.0416 1.8 0.3 0.3
H 3.3381 2.1921 -0.1174 -1.3 0.4 -0.2
H 0.8215 4.3803 -2.8980 -0.7 0.3 -1.8
C -1.3018 0.6938 -3.9505 3.6 -1.0 -0.1
H 1.6402 2.7900 0.4479 0.7 -0.6 -1.0
C -3.6101 0.1514 -0.4082 -2.1 0.5 -1.0
C 2.4556 2.8593 -0.3335 1.0 0.7 1.2
H -1.7888 0.8018 -4.9092 -0.7 0.7 0.2
H -0.3435 -1.1891 -2.4406 0.7 -0.5 0.3
H -5.3913 4.9486 0.9359 0.0 0.4 0.3
C -1.5887 1.4465 4.8579 -1.2 -0.3 2.6
H 1.1852 -2.2162 -2.0584 -1.0 0.4 -0.1
H 0.3407 -1.3537 -0.8061 -0.4 -0.1 0.9
C -5.9637 3.0527 0.2198 1.2 -1.8 -0.4
H 4.7444 -5.5821 0.8818 -0.2 0.2 -0.4
H -0.2936 2.6280 -5.5884 1.0 0.2 1.0
Cl -7.7665 1.3400 -1.6304 -0.7 0.3 0.3
C -5.7665 -0.3363 -1.5098 1.2 1.7 0.3
H -6.3390 -0.9373 -2.2033 -0.1 0.0 0.2
H -2.6897 2.0259 6.6337 0.0 0.6 -1.4
C -3.7351 3.5898 1.0752 -0.2 -0.5 -2.4
C -4.1146 1.4012 0.0023 -1.1 1.7 0.9
H 1.7412 5.1450 -1.6990 0.6 0.0 0.2
H 3.8996 2.0915 -2.6706 -0.2 -0.2 -0.2
H 5.8588 -4.6441 3.4328 -0.2 0.3 -0.4
C 2.6093 -5.9935 1.0786 -0.8 -0.1 0.9
Cl -3.6714 -2.0059 -1.9400 0.1 -0.4 -0.3
N -3.2666 2.3589 0.6598 -0.2 -0.5 0.5
C -4.3939 -0.6147 -1.3084 -0.1 0.3 1.7
H 0.7757 -6.5865 1.9374 -1.6 -0.8 -0.6
C 2.0006 2.9497 -1.7971 0.0 -0.4 0.0
C 0.5841 -1.2962 -1.8424 0.2 -0.8 -0.9
H 3.0443 3.2110 -3.8357 0.1 -0.4 0.9
```
Forces are in eV/Å.

Its LUMO energy is -0.401 hartree. The HOMO energy is -0.49940 hartree. As for the charge: +3. Its relative energy (zero: lowest compared OMol25 entry of this formula, charge and spin) is 4.067 eV. The value obtained for the HOMO-LUMO gap is 2.671 eV.

Löwdin atomic charge list, values in e, 4 entries: C -0.134; H 0.083; C 0.043; C -0.051

Record 4
C27H30BrClN3O7Sr as an isolated structure, computed with ωB97M-V/def2-TZVPD.

Geometry as XYZ:
```
70
Properties=species:S:1:pos:R:3:forces:R:3
C -0.8858 -1.0861 0.9821 0.0 -0.1 0.0
H 2.6071 3.4781 5.1604 0.0 0.0 0.0
H -1.6086 -5.7675 -0.8021 0.0 0.0 0.0
C -0.9001 2.0662 -4.9899 0.0 0.0 0.0
O 1.2774 4.8919 -4.1530 0.0 -0.1 0.1
H -1.7989 -5.3616 3.4828 0.0 0.0 0.0
H 0.5178 -4.1718 1.3101 0.0 0.0 0.0
C -0.0541 2.6217 -2.7451 0.3 0.3 0.2
O -4.3861 5.5074 -0.1400 0.0 -0.1 -0.1
H -0.2628 -5.7549 2.7103 0.0 0.0 0.0
C -1.3430 -5.8915 2.6442 0.0 0.0 0.0
H 1.8070 -1.6430 -1.0375 0.0 0.0 0.0
H -1.3759 1.2333 -4.4884 0.0 0.0 0.0
C -0.2575 -3.4243 1.2094 0.0 0.0 0.0
C -3.3940 -5.6438 1.2725 0.0 0.0 0.0
C 2.5461 -2.8558 1.2722 0.0 0.0 0.0
C 1.1857 3.4246 3.5950 0.0 0.0 0.0
C -0.1287 2.9215 -4.2025 -0.1 -0.2 -0.1
Br -3.5851 -0.2637 0.7089 -0.1 0.0 0.0
H 2.9805 -0.6314 -0.1817 0.0 0.0 0.0
O -0.3263 3.4057 1.9207 0.0 0.0 -0.3
H 2.5652 4.2136 -0.6172 0.0 0.0 0.0
C -1.5859 -3.8683 1.1863 0.0 0.0 0.0
H -1.6700 1.5954 -6.9328 0.0 0.0 0.0
N 0.8203 3.3997 -2.0657 0.2 0.2 -0.3
C 1.7379 3.7561 -0.0733 0.0 0.1 0.0
C 2.4533 3.5520 4.0937 0.0 0.0 0.0
C 3.5056 3.7733 3.2100 0.0 0.0 0.0
O -3.5085 3.5443 0.9280 -0.2 -0.1 0.4
H -3.8372 -5.3169 0.3302 0.0 0.0 0.0
C 1.9221 3.6877 1.3703 0.0 0.0 0.0
C -1.8923 -5.3595 1.3124 0.0 0.0 0.0
H 2.3813 -3.3947 2.2081 0.0 0.0 0.0
C 0.5030 4.0195 -4.8156 0.0 -0.1 0.0
O -2.3893 4.4184 -0.9106 0.2 0.2 -0.4
C 1.9363 -0.9588 -0.1957 0.0 0.0 0.0
Sr -1.5319 2.2116 0.0734 0.1 -0.5 0.1
H 2.4473 -3.5601 0.4434 0.0 0.0 0.0
C -2.5669 -2.9019 1.0392 0.0 0.0 0.0
H -3.9169 -5.1431 2.0895 0.0 0.0 0.0
H -3.5663 -6.7183 1.3705 0.0 0.0 0.0
O -0.6101 0.1667 0.9079 -0.1 0.2 0.0
H 4.0063 3.9999 1.1425 0.0 0.0 0.0
C -2.2081 -1.5697 0.9377 0.0 0.0 0.0
H -1.5572 -6.9591 2.7495 0.0 0.0 0.0
O -0.7367 1.7104 -2.2445 -0.3 0.0 0.0
C -1.2316 -6.1259 0.1575 0.0 0.0 0.0
N 0.9139 3.4990 2.2664 0.0 0.0 0.1
H 2.8948 -0.3947 2.3023 0.0 0.0 0.0
H 1.2959 -0.0938 -0.3547 0.0 0.0 0.0
Cl -3.1621 4.8499 0.2863 -0.2 0.3 0.1
H 1.6521 -1.2277 3.2507 0.0 0.0 0.0
C 3.2204 3.8406 1.8680 0.0 0.0 0.0
C 0.1217 -2.0981 1.1088 0.0 0.0 0.1
H -0.5695 3.5552 -7.9994 0.0 0.0 0.0
H 0.8129 5.0890 -6.6301 0.0 0.0 0.0
N 0.7631 3.2508 -0.7315 -0.1 -0.1 0.1
C 1.5914 -1.6679 1.1233 0.0 0.0 0.0
H 1.2044 0.1570 2.2368 0.0 0.0 0.0
H -0.1490 -5.9925 0.1615 0.0 0.0 0.0
H 4.5204 3.8815 3.5659 0.0 0.0 0.0
H -1.4418 -7.1967 0.2358 0.0 0.0 0.0
C 1.8488 -0.7175 2.3041 0.0 0.0 0.0
C -1.0642 2.2723 -6.3450 0.0 0.0 0.0
C -0.4462 3.3700 -6.9390 0.0 0.0 0.0
H 0.3039 3.2572 4.1930 0.0 0.0 0.0
H 3.5746 -2.4872 1.2749 0.0 0.0 0.0
H -3.6157 -3.1600 0.9983 0.0 0.0 0.0
H 1.3204 4.5553 -3.2140 0.0 0.0 0.0
C 0.3256 4.2309 -6.1855 0.0 0.0 0.0
```
Forces are in eV/Å.

Its LUMO energy is 0.062 hartree. The HOMO energy is -0.17440 hartree. As for the charge: -1. Its relative energy (zero: lowest compared OMol25 entry of this formula, charge and spin) is 0.333 eV. The value obtained for the HOMO-LUMO gap is 6.422 eV.

Löwdin atomic charge list, values in e, 4 entries: C -0.442; H 0.107; H 0.089; C -0.026